1.
Density functional theory data (wB97M-V/def2-TZVPD) for 2 unconnected molecules or ions with the total composition C4H11N3O2 at a distorted geometry.

Cartesian coordinates (Å):
C  1.1194  -0.8753  -1.9855
C  2.3327  -0.2770  -1.3976
O  3.0493  -1.3777  -0.9092
O  2.6429  0.8427  -1.1493
H  0.8050  -1.8396  -1.4250
H  1.3417  -1.2047  -3.0499
H  0.2230  -0.2841  -2.0560
C  -2.4615  0.9712  0.1322
C  -0.4761  0.2963  1.5662
N  0.5525  -0.4823  1.6037
N  -0.9878  0.6537  0.3007
N  -1.1742  0.7884  2.5922
H  1.1525  -0.7696  0.8453
H  3.9605  -1.1316  -0.8223
H  -0.7757  0.1167  -0.5337
H  -2.1380  0.9853  2.3981
H  -0.7242  0.6744  3.5028
H  -2.8993  0.3557  0.9211
H  -2.9030  0.5300  -0.7706
H  -2.6397  2.0274  0.2369

Forces on atoms 1 to 3 (eV/Å):
C -1.3492 -2.3857 -1.2473
C 0.5364 -1.6400 1.8810
O -0.9425 0.5845 -0.8973

The energy above the lowest of the compared OMol25 structures with the same formula, charge and spin comes out at 224.6 kJ/mol. The value obtained for the calculated total energy is -473.4329 Ha. The value obtained for the LUMO energy (alpha / beta) is -3.034 / -7.827 eV. Its charge is +1. The expectation value of S² is 0.77. Its orbital gap (alpha / beta) is 11.192 / 6.398 eV. Its spin multiplicity is 2.

---

2.
Density functional theory data (wB97M-V/def2-TZVPD) for a molecular structure, C18H37O2P3Rh at a distorted geometry.

Cartesian coordinates (Å):
Rh  0.4140  0.6178  -0.6544
P  1.5865  -0.4908  0.9131
P  1.4607  2.5348  -0.3314
P  -1.2093  -1.4895  -0.9194
H  0.4787  3.1037  -3.4075
C  -0.2162  2.2886  -3.5758
C  -1.5167  2.4396  -3.9297
H  -2.3634  2.7579  -3.2947
C  2.8839  -1.3066  -0.1170
C  2.4073  0.5927  2.1407
C  0.9574  -1.8191  1.9958
C  1.0800  3.8629  -1.4849
C  1.3244  3.4839  1.1927
C  3.1747  2.0688  -0.8580
C  -2.6849  -1.7022  -2.0106
C  -1.9597  -2.1711  0.6186
C  -0.1614  -2.9051  -1.5024
H  0.2556  1.3098  -3.6908
H  -1.7648  2.5096  -5.0031
H  3.7654  -1.6236  0.4660
H  3.2006  -0.6132  -0.9058
H  2.4419  -2.1825  -0.6123
H  2.8748  0.0104  2.9464
H  1.6454  1.2306  2.6013
H  3.1633  1.2504  1.7005
H  0.7990  -2.7540  1.4544
H  0.0014  -1.5057  2.4212
H  1.6505  -2.0230  2.8239
H  1.3797  4.8480  -1.1309
H  -0.0053  3.8477  -1.6735
H  1.6678  3.6442  -2.3866
H  2.2299  3.4258  1.8053
H  0.4672  3.1379  1.7867
H  1.1487  4.5347  0.9140
H  3.7944  2.9708  -0.9753
H  3.0860  1.5423  -1.8245
H  3.6646  1.3905  -0.1460
H  -3.3424  -2.4716  -1.5786
H  -2.4011  -2.0040  -3.0309
H  -3.2852  -0.7834  -2.0487
H  -2.9004  -2.6815  0.3831
H  -2.1743  -1.3330  1.2879
H  -1.3113  -2.8836  1.1331
H  -0.7518  -3.6306  -2.0882
H  0.2963  -3.4342  -0.6520
H  0.6387  -2.5059  -2.1418
C  -2.2720  -0.3484  -4.8317
C  -0.9441  -0.8232  -4.7762
C  -0.5763  -1.8566  -5.6539
C  -1.4962  -2.4722  -6.4876
C  -2.7271  -1.8505  -6.6327
C  -3.1261  -0.8047  -5.8239
O  -2.8775  0.7004  -4.1053
H  -3.6207  0.3102  -3.5338
H  -0.1885  -0.5560  -4.0243
H  0.4060  -2.3126  -5.6295
H  -1.2706  -3.3885  -7.0443
H  -3.4778  -2.2488  -7.2862
H  -4.1329  -0.3872  -5.8548
O  -1.9638  1.5027  0.9576
C  -0.9577  1.1470  0.4814

Forces on atoms 1 to 3 (eV/Å):
Rh -0.8927 -1.9932 -1.3755
P 2.1001 -1.2710 0.9039
P 1.3925 1.4227 -0.6915

The energy above the lowest of the compared OMol25 structures with the same formula, charge and spin comes out at 326.6 kJ/mol. The value obtained for the calculated total energy is -1991.8749 Ha. The value obtained for the LUMO energy (alpha / beta) is -11.045 / -14.061 eV. Its charge is +3. The expectation value of S² is 6.02. Its orbital gap (alpha / beta) is 5.029 / 2.784 eV. Its spin multiplicity is 5.

---

3.
Density functional theory data (wB97M-V/def2-TZVPD) for 11 unconnected molecules or ions with the total composition C44H88O33 at a distorted geometry.

Cartesian coordinates (Å):
C  7.0258  4.0404  -5.0981
C  5.9133  4.5712  -4.2141
O  5.6279  3.6338  -3.1746
C  4.3834  3.5920  -2.7363
O  3.5042  4.3321  -3.0802
O  4.2208  2.6201  -1.8487
C  2.9124  2.1703  -1.5769
H  6.8616  4.3551  -6.1329
H  7.0101  2.9586  -5.2410
H  8.0348  4.3515  -4.8332
H  5.0086  4.6142  -4.8252
H  6.0769  5.5573  -3.7812
H  2.3488  2.7132  -0.8111
H  2.8882  1.1438  -1.2379
H  2.2229  2.2735  -2.4180
C  -1.8861  -0.0181  3.2014
C  -3.2606  -0.7022  3.2566
O  -4.1538  0.0394  4.0730
C  -5.4014  -0.3972  4.1676
O  -5.7887  -1.4302  3.6743
O  -6.1272  0.4823  4.8256
C  -7.5281  0.2317  4.8807
H  -1.1211  -0.6427  2.7446
H  -1.5267  0.2604  4.1937
H  -2.0152  0.9174  2.6549
H  -3.1439  -1.6805  3.7273
H  -3.6488  -0.7984  2.2433
H  -7.7782  0.2985  5.9424
H  -7.8974  -0.7207  4.5168
H  -8.1163  0.9962  4.3765
C  -1.9173  5.5324  -2.7719
C  -2.2704  4.1395  -3.1987
O  -3.0867  4.2372  -4.3825
C  -3.5303  3.1829  -5.0180
O  -3.3730  2.0351  -4.6692
O  -4.1775  3.5886  -6.1091
C  -4.5765  2.5580  -7.0147
H  -1.4517  5.9913  -3.6500
H  -1.2245  5.5206  -1.9366
H  -2.8165  6.1337  -2.6427
H  -2.8997  3.6411  -2.4568
H  -1.4123  3.5284  -3.4720
H  -3.6206  2.1044  -7.3109
H  -4.9011  2.9820  -7.9604
H  -5.2140  1.7707  -6.6249
C  3.8831  4.6137  4.1349
C  3.5532  5.1399  5.5217
O  3.4225  4.0314  6.4211
C  4.4455  3.7131  7.1842
O  5.4401  4.3942  7.3158
O  4.2634  2.5371  7.7472
C  5.1476  2.2430  8.8397
H  3.9264  5.4602  3.4501
H  3.1100  3.9472  3.7466
H  4.7690  3.9803  4.2002
H  2.5473  5.5568  5.4688
H  4.2750  5.8662  5.8827
H  4.8883  1.2598  9.2210
H  4.9278  2.9583  9.6315
H  6.1925  2.2909  8.5507
C  6.8926  0.7022  -3.1604
C  7.0909  -0.6713  -2.5206
O  5.8554  -1.3414  -2.4000
C  4.9584  -0.9694  -1.5044
O  4.9877  -0.0065  -0.7894
O  3.9214  -1.8085  -1.6362
C  2.7284  -1.4845  -0.9610
H  7.8727  1.0867  -3.4521
H  6.5336  1.3879  -2.3944
H  6.1931  0.7183  -3.9925
H  7.6219  -0.5810  -1.5698
H  7.7773  -1.2335  -3.1545
H  1.9463  -1.1585  -1.6508
H  2.9024  -0.6668  -0.2610
H  2.3308  -2.3433  -0.4241
C  -2.8016  -0.8761  -5.7286
C  -2.7192  -2.3640  -6.0017
O  -3.8893  -3.1182  -6.0911
C  -4.5992  -3.2245  -7.2060
O  -4.3629  -2.6160  -8.2151
O  -5.5773  -4.0929  -6.9324
C  -6.5027  -4.3331  -7.9731
H  -1.9115  -0.3985  -6.1579
H  -2.8060  -0.5332  -4.6992
H  -3.5224  -0.3826  -6.3857
H  -2.0743  -2.7722  -5.2192
H  -2.0000  -2.4524  -6.8223
H  -7.0944  -5.2014  -7.6897
H  -6.0215  -4.4992  -8.9372
H  -7.2044  -3.5015  -8.0836
C  -5.8032  0.5329  -1.2467
C  -6.8613  0.6064  -0.1496
O  -7.1870  -0.7493  0.1477
C  -8.0323  -1.0209  1.1222
O  -8.4123  -0.2312  1.9531
O  -8.5229  -2.2385  0.9405
C  -9.4467  -2.6892  1.9355
H  -5.4614  1.5104  -1.5816
H  -6.2447  -0.0463  -2.0579
H  -4.9317  -0.0040  -0.8753
H  -7.7322  1.1731  -0.4736
H  -6.4074  1.0738  0.7248
H  -10.2843  -1.9894  1.8991
H  -9.0103  -2.6375  2.9318
H  -9.7602  -3.6923  1.6706
C  4.4046  -3.2167  1.8835
C  4.2140  -2.8752  3.3621
O  2.9774  -2.3178  3.7671
C  1.8941  -3.0384  3.8060
O  1.7559  -4.1945  3.5087
O  0.9481  -2.2981  4.4103
C  -0.3279  -2.8636  4.6879
H  5.3739  -3.6736  1.7030
H  4.1683  -2.3495  1.2676
H  3.6711  -3.9822  1.6195
H  5.0500  -2.2926  3.7401
H  4.3057  -3.8094  3.9286
H  -0.1202  -3.8018  5.2131
H  -0.8030  -3.1817  3.7583
H  -0.9014  -2.1835  5.3057
C  -0.9949  0.8112  -2.4521
C  -1.3843  0.3311  -1.0692
O  -0.6393  0.9727  -0.0334
C  0.0758  0.2614  0.8339
O  0.2447  -0.9408  0.8023
O  0.5905  1.0921  1.7051
C  1.6940  0.8106  2.5516
H  -0.2000  0.2062  -2.8990
H  -0.5115  1.7889  -2.4752
H  -1.8765  0.8073  -3.0890
H  -1.3689  -0.7541  -0.9680
H  -2.4123  0.6118  -0.8228
H  2.5914  1.4156  2.4162
H  2.0409  -0.1724  2.2150
H  1.4819  0.7794  3.6146
C  7.1540  -0.7188  3.7627
C  7.0682  0.1828  4.9738
O  5.9481  -0.0786  5.8074
C  4.7180  0.2034  5.4201
O  4.4481  0.8219  4.4267
O  3.8618  -0.2168  6.3681
C  2.4689  0.0073  6.1447
H  8.0294  -0.4442  3.1720
H  6.2948  -0.6114  3.1023
H  7.2830  -1.7512  4.0920
H  6.9966  1.2288  4.6594
H  7.9501  0.0956  5.6038
H  2.0630  -0.6865  5.4109
H  2.2388  1.0080  5.7736
H  2.0130  -0.1186  7.1221
C  -3.7311  -2.3848  -0.9854
C  -2.9678  -3.6728  -1.2191
O  -3.0449  -4.0241  -2.6079
C  -2.4853  -5.1887  -2.9469
O  -1.9922  -5.9757  -2.1956
O  -2.4921  -5.2291  -4.2680
C  -1.7235  -6.2409  -4.8836
H  -3.4095  -1.6383  -1.7154
H  -3.6581  -2.0529  0.0491
H  -4.8051  -2.3926  -1.1932
H  -3.2712  -4.4984  -0.5774
H  -1.9100  -3.4957  -1.0099
H  -0.6675  -5.9822  -4.7633
H  -1.9103  -6.4472  -5.9333
H  -1.8034  -7.2042  -4.3740

Forces on atoms 1 to 3 (eV/Å):
C 0.3110 0.0021 -0.7064
C -0.7522 -0.3192 -0.8491
O 0.7763 -0.6266 0.6337

The energy above the lowest of the compared OMol25 structures with the same formula, charge and spin comes out at 226.4 kJ/mol. The value obtained for the calculated total energy is -4212.2960 Ha. The value obtained for the LUMO energy is 0.493 eV. Its SMILES is CCOC(=O)OC.CCOC(=O)OC.CCOC(=O)OC.CCOC(=O)OC.CCOC(=O)OC.CCOC(=O)OC.CCOC(=O)OC.CCOC(=O)OC.CCOC(=O)OC.CCOC(=O)OC.CCOC(=O)OC. Its orbital gap is 11.076 eV. Its spin multiplicity is 1.

---

4.
Density functional theory data (wB97M-V/def2-TZVPD) for 4 unconnected molecules or ions with the total composition C3H15N2O3 at a distorted geometry.

Cartesian coordinates (Å):
C  -1.3250  -0.2034  -0.8206
C  -0.1403  0.4772  -0.2128
C  0.3633  1.6404  -0.6183
N  -0.1647  2.3602  -1.6751
N  0.3031  -0.0058  1.1220
H  -1.1403  -0.3475  -1.8841
H  -2.2364  0.2891  -0.4769
H  -1.4287  -1.2114  -0.4148
H  1.1324  2.1758  -0.0886
H  -0.8330  1.9462  -2.2978
H  0.4543  3.0177  -2.1137
H  0.2229  -1.0262  1.0857
H  -0.2751  0.3910  1.8935
H  1.2682  0.2871  1.3692
H  0.7954  -3.4573  -1.7446
H  -0.7308  -3.5945  -1.6947
O  -0.0112  -2.9641  -1.5428
H  0.1925  3.8016  1.8183
H  1.3002  3.1715  2.6469
O  0.5181  2.9367  2.1130
H  0.5093  -3.7385  1.7842
H  0.4303  -3.0175  0.4272
O  0.7956  -2.9281  1.3248

Forces on atoms 1 to 3 (eV/Å):
C 0.4835 -0.5889 0.9961
C 0.3793 0.5013 0.7048
C -0.6787 0.2062 -0.6498

The energy above the lowest of the compared OMol25 structures with the same formula, charge and spin comes out at 171.6 kJ/mol. The value obtained for the calculated total energy is -458.3881 Ha. The value obtained for the LUMO energy (alpha / beta) is 0.511 / 0.370 eV. The expectation value of S² is 0.75. Its orbital gap (alpha / beta) is 2.936 / 8.794 eV. Its spin multiplicity is 2.

---

5.
Density functional theory data (wB97M-V/def2-TZVPD) for 2 unconnected molecules or ions with the total composition C3H6OS at a distorted geometry.

Cartesian coordinates (Å):
C  -0.5189  1.9356  1.2400
C  -0.7827  -1.9370  1.6470
C  -1.2228  2.0287  0.1255
O  0.7675  1.3841  1.4790
S  -0.2102  1.5968  2.9091
H  -0.5534  -1.6650  2.6563
H  -1.8538  -2.0045  1.5182
H  -0.3105  -2.8353  1.4115
H  -2.1472  2.6192  0.2879
H  -0.6414  -1.0272  0.9318
H  -0.9422  1.9811  -0.8904

Forces on atoms 1 to 3 (eV/Å):
C 2.2995 -2.0680 -0.4219
C -1.2948 3.2685 -1.3067
C -1.7313 2.2286 2.0095

The energy above the lowest of the compared OMol25 structures with the same formula, charge and spin comes out at 340.6 kJ/mol. The value obtained for the calculated total energy is -591.2033 Ha. The value obtained for the LUMO energy is -0.340 eV. Its SMILES is C=C1OS1.C. Its orbital gap is 9.071 eV. Its spin multiplicity is 1.

---

6.
Density functional theory data (wB97M-V/def2-TZVPD) for a gas-phase ion, C12H13N2O (charge +1) at a distorted geometry.

Cartesian coordinates (Å):
C  2.7076  -2.0226  -0.4589
C  1.8611  2.6148  0.4925
C  3.2002  -0.7656  -0.2287
C  2.7435  1.6141  0.2379
C  1.3663  -2.3355  -0.3052
C  0.5265  2.2519  0.3995
C  2.2997  0.2923  0.0033
C  0.9381  0.0110  0.1966
C  0.4693  -1.3754  0.0799
C  -1.9457  -1.0591  0.0910
C  -2.6979  -0.5304  1.3349
C  -2.7752  0.6752  -1.4060
N  0.1146  1.0158  0.4286
N  -1.9191  -0.3168  -1.0632
O  -0.7353  -1.7128  0.4139
H  3.3280  -2.7748  -0.8692
H  2.0419  3.7221  0.7037
H  4.2375  -0.5331  -0.3147
H  3.8573  1.7210  0.2487
H  0.8108  -3.2977  -0.6146
H  -0.2805  3.0348  0.5258
H  -2.6117  -1.8393  -0.3471
H  -2.7787  0.5170  1.3250
H  -2.1610  -0.7310  2.1778
H  -3.7585  -0.8311  1.3357
H  -2.3356  1.4123  -0.8605
H  -2.6759  0.7268  -2.4760
H  -3.8274  0.5161  -1.0506

Forces on atoms 1 to 3 (eV/Å):
C -0.9064 -1.1296 -0.3695
C -0.1966 2.1859 -0.2875
C -0.4627 0.8276 -0.2057

The energy above the lowest of the compared OMol25 structures with the same formula, charge and spin comes out at 537.1 kJ/mol. The value obtained for the calculated total energy is -649.4044 Ha. The value obtained for the LUMO energy (alpha / beta) is -4.173 / -7.180 eV. Its charge is +1. Its orbital gap (alpha / beta) is 8.868 / 4.796 eV. Its spin multiplicity is 1.